Computed, not measured: C41H39CaN3O7P2 as an isolated structure, with ωB97M-V with the def2-TZVPD basis set.

ORCA input file:
```
! wB97M-V def2-TZVPD RIJCOSX def2/J DEFGRID3
* xyz 0 1
Ca -0.3425 1.6427 0.5805
C -1.8672 1.2127 -3.9574
C -1.8487 -0.0858 -3.6328
C -1.1963 -1.1198 -4.4795
C 0.2196 -0.7729 -4.9868
C 1.0567 0.0950 -4.0793
C 1.0599 1.4315 -4.0960
C 0.2295 2.2454 -5.0373
C -1.2329 1.7704 -5.1921
C 1.5852 -0.1801 1.8463
H -2.5027 1.9252 -3.4235
H -2.5144 -0.4871 -2.8678
H -1.8440 -1.3122 -5.3575
H -1.1635 -2.0789 -3.9467
H 0.7545 -1.7275 -5.1400
H 0.1380 -0.3195 -5.9876
H 1.8172 -0.4462 -3.5103
H 1.8694 2.0079 -3.6480
H 0.6936 2.2566 -6.0440
H 0.2375 3.2933 -4.7036
H -1.8301 2.6416 -5.5080
H -1.2693 1.0517 -6.0265
H 1.1950 0.8133 2.1974
H 2.3938 -0.3947 2.5721
H 0.8226 -0.9577 2.0048
P -1.3443 -1.0558 -0.1391
P 2.3547 -0.2050 0.2276
C 0.0682 -1.3499 -1.1959
C 1.3967 -1.0166 -1.0319
C -2.3276 -2.5307 -0.0119
C -2.7265 -3.3267 -1.0946
C -3.5300 -4.4474 -0.8485
C -3.9146 -4.7829 0.4536
C -3.4924 -4.0036 1.5341
C -2.6945 -2.8930 1.3006
C -2.4674 0.3144 -0.6821
C -1.9663 1.5582 -1.2004
C -2.7371 2.7290 -1.1003
C -4.1219 2.5902 -0.9528
C -4.6875 1.3284 -0.7808
C -3.8751 0.2054 -0.6077
C 3.8786 -1.1460 0.4058
C 3.7298 -2.4941 0.7928
C 4.8591 -3.2968 0.9411
C 6.1243 -2.7678 0.6690
C 6.2673 -1.4404 0.2522
C 5.1467 -0.6170 0.1094
C 2.6768 1.5167 -0.2931
C 2.6433 2.5710 0.6460
C 2.8145 3.8907 0.2266
C 3.0374 4.1911 -1.1161
C 3.0995 3.1539 -2.0467
C 2.9394 1.8249 -1.6401
H -0.1458 -2.0373 -2.0400
H 2.0757 -1.4130 -1.8029
H -2.4201 -3.0821 -2.1084
H -3.8597 -5.0689 -1.6791
H -4.5437 -5.6536 0.6429
H -3.7712 -4.2473 2.5605
H -2.3425 -2.2706 2.1075
H -1.0521 1.5657 -1.8487
H -2.2910 3.7051 -1.3178
H -4.7536 3.4802 -0.9635
H -5.7757 1.2378 -0.6969
H -4.3390 -0.7562 -0.3567
H 2.7307 -2.9093 0.9667
H 4.7418 -4.3262 1.2789
H 7.0028 -3.3978 0.7873
H 7.2567 -1.0322 0.0476
H 5.2505 0.4198 -0.2282
H 2.5348 2.3490 1.7128
H 2.7842 4.6820 0.9706
H 3.1689 5.2225 -1.4381
H 3.2622 3.4044 -3.0967
H 2.9957 1.0122 -2.3714
O -0.4559 -0.8096 8.8265
N -0.2588 0.2666 8.2220
O 0.1889 1.2817 8.7898
C -0.5473 0.3452 6.8117
C -1.0908 -0.7681 6.1413
C -1.5569 -0.6101 4.8396
C -1.1688 0.5066 4.0103
O -1.3105 0.4918 2.7355
C -0.5499 1.6165 4.7416
C -0.2893 1.5439 6.1178
N -0.1170 2.7862 4.0237
O 0.0732 2.7318 2.7476
O 0.0933 3.8294 4.6550
N -2.4495 -1.6333 4.3188
O -2.1494 -2.8265 4.5651
O -3.4767 -1.2881 3.7027
H -1.2236 -1.7431 6.6022
H 0.1672 2.3892 6.6298
*
```

HOMO (alpha / beta) ... -6.058 / -5.077 eV
Frontier orbital gap (alpha / beta) ... 5.190 / 4.217 eV
Relative energy (zero: lowest compared OMol25 entry of this formula, charge and spin) ... 0.0 kJ/mol

These are the Mulliken partial charges, in e, on atoms 1 to 8: 1.805, -0.509, 0.001, -0.996, -1.663, 0.445, -0.098, -1.100



Computed, not measured: C18H45F15HfN18O51S9 as an isolated structure, with ωB97M-V with the def2-TZVPD basis set.

ORCA input file:
```
! wB97M-V def2-TZVPD RIJCOSX def2/J DEFGRID3
* xyz -2 1
Hf 1.2817 -0.4154 2.7344
C -1.1034 -1.0204 -1.4056
F -1.1180 -1.0138 -2.7033
F -2.1318 -0.4621 -0.7836
F -0.9611 -2.2861 -1.0095
S 0.4612 -0.0624 -0.8547
O 0.1481 1.3380 -1.0632
O 0.6544 -0.4405 0.5623
O 1.5502 -0.5675 -1.6844
C 0.6978 3.7508 5.4498
F -0.1714 4.2525 4.5769
F 1.2739 4.8291 6.0347
F 0.1392 2.9308 6.2726
S 2.1100 2.7667 4.5951
O 1.4469 1.5488 4.0484
O 2.5699 3.5962 3.5059
O 3.2465 2.4266 5.5312
C 1.4677 -1.5209 7.3979
F 0.8235 -0.4247 7.7068
F 1.9710 -2.0649 8.5526
F 0.6295 -2.4072 6.8740
S 2.8544 -1.0489 6.1545
O 3.7781 -2.1843 6.2263
O 2.2603 -0.7742 4.7884
O 3.5592 0.1912 6.6608
N -0.7371 -0.8357 3.5223
S -1.9928 -1.7275 3.1910
O -3.2221 -1.1059 2.7666
O -1.9554 -2.9764 3.9068
F -1.2894 -2.1021 1.8051
S -1.7835 -0.0706 4.7024
O -2.4001 -0.7937 5.8185
O -2.2962 1.2460 4.3124
F -0.3924 0.4972 5.3730
N 3.3279 0.4336 2.3516
S 4.1022 1.3841 1.3916
O 4.5146 0.7445 0.1556
O 4.9844 2.4573 1.9035
F 2.7402 2.1857 0.9192
S 4.8466 0.1078 3.1886
O 4.8981 0.7246 4.5264
O 6.0501 -0.2274 2.4730
F 4.3934 -1.3576 3.6023
N 1.8198 -2.5428 2.4369
S 2.4110 -3.3715 1.2606
O 1.4289 -3.7851 0.2595
O 3.6702 -4.1001 1.4694
F 2.9887 -1.9770 0.6451
S 1.4996 -4.0447 3.2331
O 2.5758 -4.7297 3.9254
O 0.3712 -4.7666 2.7068
F 0.7867 -3.2918 4.4651
C 2.9027 -1.2073 -6.7250
N 2.1169 -2.2908 -7.2641
O 0.8919 -2.1355 -7.4469
O 2.6672 -3.3685 -7.4968
H 3.8654 -1.5092 -6.3124
H 2.2391 -0.8262 -5.9488
H 2.9789 -0.4559 -7.5110
C -2.3495 -2.1960 -5.5762
N -3.4099 -1.1843 -5.8721
O -3.4256 -0.5118 -6.9337
O -4.1164 -0.9184 -4.9103
H -2.6791 -2.9556 -4.8674
H -1.5097 -1.7025 -5.0869
H -2.0528 -2.7037 -6.4939
C -0.7555 -5.8896 0.0388
N -1.9351 -6.1603 -0.8348
O -3.0303 -6.2599 -0.2738
O -1.8382 -6.2219 -2.0431
H -0.4312 -6.7148 0.6729
H -1.0932 -5.0553 0.6536
H 0.0461 -5.4249 -0.5352
C 2.0918 6.0175 1.5704
N 3.4868 5.8522 1.0888
O 4.2909 6.7480 1.3493
O 3.7333 4.9081 0.3778
H 1.9662 6.1799 2.6409
H 1.7553 5.0270 1.2643
H 1.5630 6.8228 1.0605
C -2.1233 2.6861 1.3622
N -0.7094 2.5946 1.7060
O -0.2277 1.5298 2.0356
O -0.0483 3.6200 1.5139
H -2.5822 2.3294 2.2842
H -2.4201 1.9811 0.5857
H -2.3591 3.7402 1.2156
C 1.7515 2.5593 -3.4747
N 2.5986 3.4500 -2.5884
O 3.5840 2.9778 -1.9963
O 2.2449 4.6132 -2.6235
H 2.2164 1.5770 -3.5591
H 1.5706 3.0553 -4.4283
H 0.8313 2.4952 -2.8940
C -5.5087 -1.2054 -0.7422
N -6.9213 -1.6149 -1.0567
O -7.5857 -0.8862 -1.8392
O -7.3567 -2.6194 -0.5201
H -5.1178 -2.1188 -0.2938
H -5.5038 -0.4268 0.0205
H -4.9701 -0.7841 -1.5910
C -5.8011 -4.8066 1.2391
N -5.3239 -3.5880 1.8645
O -6.1695 -2.8497 2.4921
O -4.1326 -3.3932 1.7817
H -6.2868 -5.3623 2.0413
H -5.0688 -5.4669 0.7744
H -6.5602 -4.5760 0.4917
C 6.2913 0.8625 -2.7207
N 7.2726 1.5483 -3.5710
O 8.4456 1.1888 -3.4569
O 6.8601 2.3675 -4.3952
H 6.5846 -0.0807 -2.2597
H 5.4345 0.5167 -3.2990
H 5.8944 1.5778 -2.0004
C -6.3480 0.4556 4.0992
N -5.6283 1.4653 3.2734
O -5.0486 0.9849 2.2539
O -5.7423 2.6594 3.5594
H -5.8179 0.4716 5.0514
H -6.0099 -0.4651 3.6237
H -7.4068 0.7128 4.1302
C -2.5033 2.0756 -3.4644
N -1.4790 1.9590 -4.6064
O -0.7868 0.9544 -4.5991
O -1.3033 2.9381 -5.2980
H -3.3012 1.4438 -3.8546
H -2.9279 3.0794 -3.4517
H -2.0951 1.6831 -2.5330
C -6.2453 3.1860 -2.7532
N -6.2663 3.2489 -1.2622
O -5.3864 2.5199 -0.7698
O -7.1267 3.9539 -0.6576
H -7.1525 2.7402 -3.1611
H -5.4582 2.5139 -3.0949
H -6.1579 4.1704 -3.2130
C 6.3135 -2.6506 -0.7276
N 6.8335 -3.0227 0.6205
O 8.0446 -3.3924 0.7412
O 6.0446 -2.9132 1.5571
H 5.8496 -1.6800 -0.5519
H 5.5971 -3.3615 -1.1391
H 7.1292 -2.5069 -1.4362
C 1.3500 -3.8619 -3.2435
N 2.7353 -3.3474 -3.1940
O 3.4644 -3.6500 -2.2339
O 3.1207 -2.6501 -4.1365
H 0.7449 -3.2772 -2.5506
H 1.3696 -4.9046 -2.9264
H 0.9862 -3.8092 -4.2697
C -0.4471 6.3288 -2.6667
N -0.9713 5.5819 -1.4329
O -0.8356 6.0591 -0.3185
O -1.5630 4.5083 -1.6443
H -1.3736 6.5715 -3.1870
H 0.1823 5.7107 -3.3069
H 0.0660 7.2499 -2.3903
*
```

HOMO ... -4.929 eV
Frontier orbital gap ... 6.382 eV

These are the Mulliken partial charges, in e, on atoms 1 to 8: 5.072, -0.400, 0.096, 0.119, 0.040, 0.685, 0.065, -0.383



Computed, not measured: a 2-piece molecular cluster, Cl2H3PSi overall, with ωB97M-V with the def2-TZVPD basis set.

ORCA input file:
```
! wB97M-V def2-TZVPD RIJCOSX def2/J DEFGRID3
* xyz 0 1
H -1.4601 1.0613 2.5603
P -0.2489 0.2757 2.7557
Si 0.9499 1.2579 1.3344
Cl 2.9861 0.4818 1.4443
H 1.0395 2.3309 0.2592
Cl -0.2863 0.0664 -2.0396
H -1.5547 0.5526 -1.8252
*
```

HOMO ... -8.785 eV
Frontier orbital gap ... 8.297 eV
Relative energy (zero: lowest compared OMol25 entry of this formula, charge and spin) ... 283.8 kJ/mol

Charges obtained by Mulliken population analysis, quoted in units of e: 0.017, -0.113, 0.387, -0.258, -0.034, -0.274, 0.275



Computed, not measured: C9H12S as an isolated structure, with ωB97M-V with the def2-TZVPD basis set.

ORCA input file:
```
! wB97M-V def2-TZVPD RIJCOSX def2/J DEFGRID3
* xyz 0 1
C 0.0583 -1.4413 1.2913
C -1.4897 -1.4426 -0.4571
C 0.5574 -0.2558 0.7846
C -1.0584 -0.1944 -1.0477
C -1.0562 -2.0072 0.6832
C 0.0391 0.2910 -0.4000
C 2.7703 2.5047 -0.0927
C 0.5542 3.7280 -1.4102
C -1.6754 -3.2781 1.1412
S 1.3495 2.2239 -1.0238
H 0.5812 -1.7909 2.2070
H -2.2608 -1.9524 -0.8591
H 1.4405 0.2325 1.1469
H -1.5897 0.0831 -1.9042
H 2.1572 2.7550 0.7041
H 3.3579 1.6930 0.2217
H 0.5777 4.3683 -0.5418
H -0.3923 3.6698 -1.8101
H -2.6315 -3.5614 0.8076
H -1.1414 -4.0986 0.7830
H -1.7522 -3.3838 2.1691
H 1.6043 1.8571 -2.3930
*
```

HOMO (alpha / beta) ... -7.591 / -7.588 eV
Frontier orbital gap (alpha / beta) ... 7.378 / 7.370 eV
Relative energy (zero: lowest compared OMol25 entry of this formula, charge and spin) ... 591.3 kJ/mol

These are the Mulliken partial charges, in e, on atoms 1 to 8: -0.483, -0.463, -0.306, -0.875, 0.795, 0.280, -0.882, -0.830



Computed, not measured: C17H28AsBF6IrN5O7S5 as an isolated structure, with ωB97M-V with the def2-TZVPD basis set.

ORCA input file:
```
! wB97M-V def2-TZVPD RIJCOSX def2/J DEFGRID3
* xyz 1 2
Ir 0.1648 -0.0642 0.2905
C -3.6904 0.8784 2.4845
C -2.4923 1.7666 2.3785
C -2.4843 3.0887 3.0794
O -1.9493 1.7508 1.1431
C -1.1933 0.6200 3.5068
O -1.4681 0.8683 4.6279
O -0.5147 -0.0007 2.7309
H -4.5402 1.3851 2.0150
H -3.9359 0.6828 3.5255
H -3.5248 -0.0577 1.9529
H -3.1616 3.7720 2.5571
H -1.4844 3.5283 3.0864
H -2.8201 2.9814 4.1067
H -1.4175 2.5441 0.9794
F -3.8932 0.9488 -0.7871
C -3.3798 1.6032 -1.8164
F -3.2874 2.8951 -1.5178
F -4.1743 1.4408 -2.8632
S -1.6910 1.0001 -2.3032
O -0.7465 1.3653 -1.2323
O -1.4703 1.6396 -3.5536
N -1.8270 -0.5610 -2.4964
S -1.7329 -1.5914 -1.3257
O -2.1435 -1.0979 -0.0234
O -0.4999 -2.3433 -1.3181
C -2.9598 -2.8536 -1.8633
F -4.1379 -2.2925 -2.0825
F -3.0720 -3.7574 -0.8909
F -2.5322 -3.4505 -2.9664
C 3.0680 0.6642 3.3908
N 3.5945 0.9648 2.0652
C 4.8844 0.7679 1.6385
C 4.9688 1.2940 0.3889
N 3.7433 1.8059 0.0585
B 3.4714 2.7585 -1.1527
N 2.3999 2.2011 -2.1787
C 2.0944 2.9795 -3.2643
C 1.4257 2.2181 -4.1647
N 1.3087 0.9729 -3.6151
C 0.7332 -0.1878 -4.2797
C 1.9018 0.9815 -2.3982
S 1.9123 -0.3808 -1.3287
C 2.9134 1.5647 1.0719
S 1.2275 1.9312 1.0805
H 3.8613 0.2113 3.9785
H 2.2255 -0.0171 3.3249
H 2.7397 1.5831 3.8715
H 5.6296 0.3025 2.2580
H 5.8102 1.3669 -0.2755
H 3.0507 3.8076 -0.7450
H 4.5168 2.8546 -1.7427
H 2.3972 4.0100 -3.3125
H 1.0163 2.4596 -5.1288
H 0.0945 0.1609 -5.0862
H 0.1355 -0.7617 -3.5773
H 1.5266 -0.8162 -4.6810
C 2.8435 -4.4728 1.5682
As 1.4904 -3.6366 0.4865
C -0.0136 -4.8183 0.6479
C 2.1708 -3.8005 -1.3015
S 1.4067 -1.7300 1.4752
H 3.0621 -5.4702 1.1907
H 2.4983 -4.5340 2.5986
H 3.7423 -3.8597 1.5347
H 0.3126 -5.7956 0.2921
H -0.8416 -4.4607 0.0479
H -0.3055 -4.8813 1.6940
H 2.4485 -4.8477 -1.4238
H 3.0449 -3.1646 -1.4133
H 1.4091 -3.5160 -2.0204
*
```

Expectation value of S² ... 0.75
HOMO (alpha / beta) ... -10.807 / -11.195 eV
Frontier orbital gap (alpha / beta) ... 6.943 / 7.219 eV
Relative energy (zero: lowest compared OMol25 entry of this formula, charge and spin) ... 0.0 kJ/mol

These are the Mulliken partial charges, in e, on atoms 1 to 8: 2.012, -1.379, 0.639, -1.619, -0.018, 0.591, -0.484, -0.368



Computed, not measured: C18H18AuNO5S3 as an isolated structure, with ωB97M-V with the def2-TZVPD basis set.

ORCA input file:
```
! wB97M-V def2-TZVPD RIJCOSX def2/J DEFGRID3
* xyz -2 1
Au -1.0075 0.2709 0.3359
O -2.6942 -1.9200 3.3181
C -2.1672 -0.8438 2.9976
O -2.5408 -0.1063 2.0473
C -1.0375 -0.3563 3.9066
C -1.2108 -0.7202 5.2384
C -0.3562 -0.3247 6.2485
C 0.7332 0.4677 5.9181
C 0.9476 0.8132 4.6033
C 0.0868 0.4174 3.5667
S 0.6048 0.9519 1.9845
H -2.0700 -1.3409 5.4597
H -0.5410 -0.6210 7.2760
H 1.4112 0.8180 6.6900
H 1.8018 1.4193 4.3314
C -1.5194 -3.5945 0.8035
C -1.1657 -3.1259 -0.5973
O -0.0953 -2.2086 -0.5499
C 0.4527 -1.9545 -1.8267
C 1.6370 -1.0131 -1.7089
H -2.2039 -4.4392 0.7414
H -1.9902 -2.8039 1.3803
H -0.6178 -3.9023 1.3271
H -2.0371 -2.6647 -1.0840
H -0.8541 -3.9935 -1.2101
H -0.3038 -1.5196 -2.4910
H 0.7768 -2.9089 -2.2780
H 1.3360 -0.1201 -1.1649
H 1.9794 -0.7397 -2.7053
H 2.4423 -1.4881 -1.1552
O 1.6212 -0.1543 -5.0456
S 0.5557 0.8204 -4.9534
O 0.1544 1.3805 -6.2282
N -0.7162 0.2399 -4.1117
C -0.8724 0.8876 -2.9850
S -2.0863 0.4974 -1.8796
C 0.0444 2.0234 -2.7705
C 0.0572 2.9585 -1.7452
C 0.9969 3.9748 -1.7899
C 1.9239 4.0591 -2.8217
C 1.9124 3.1258 -3.8522
C 0.9658 2.1345 -3.8036
H -0.6507 2.8863 -0.9333
H 1.0159 4.7083 -0.9972
H 2.6585 4.8541 -2.8193
H 2.6225 3.1552 -4.6664
*
```

HOMO ... -1.352 eV
Frontier orbital gap ... 5.895 eV

These are the Mulliken partial charges, in e, on atoms 1 to 8: 0.864, -0.754, 0.413, -0.805, 0.349, -0.491, -0.560, -0.388



Computed, not measured: one molecule with the formula C21H23FN4O3S, with ωB97M-V with the def2-TZVPD basis set.

ORCA input file:
```
! wB97M-V def2-TZVPD RIJCOSX def2/J DEFGRID3
* xyz 0 1
C -6.8979 -1.0694 -1.5740
C -5.7461 -0.7908 -0.6763
S -5.4706 -1.7823 0.7333
C -4.0841 -0.8498 1.1443
N -3.3217 -1.0975 2.2259
C -2.3275 -0.3043 2.4082
N -2.0002 0.7358 1.5996
C -0.8638 1.5779 1.9200
C 0.4098 1.0956 1.2032
O 1.3236 0.5792 1.8231
N 0.3831 1.2975 -0.1140
C 1.4332 0.9019 -1.0289
C 2.3023 2.0901 -1.4525
C 3.2238 2.5847 -0.3318
C 4.3006 1.5363 -0.0805
O 5.2674 1.4142 -0.8068
N 4.0777 0.7628 1.0018
C 4.8285 -0.4602 1.2226
C 4.0365 -1.6145 0.6637
C 3.0720 -2.2455 1.4401
C 2.2612 -3.2266 0.8985
C 2.4272 -3.5632 -0.4323
F 1.6320 -4.5145 -0.9722
C 3.3767 -2.9511 -1.2298
C 4.1785 -1.9713 -0.6723
C -2.7147 1.0261 0.4267
O -2.3281 1.9304 -0.3047
C -3.8534 0.1753 0.2266
C -4.8187 0.1983 -0.8217
C -4.8323 1.1808 -1.9448
H -6.5480 -1.2922 -2.5823
H -7.5516 -0.1989 -1.6342
H -7.4722 -1.9152 -1.2073
H -1.6959 -0.4682 3.2693
H -0.6883 1.5521 2.9963
H -1.0970 2.5977 1.5996
H -0.4385 1.7533 -0.5048
H 0.9603 0.4630 -1.9117
H 2.0403 0.1349 -0.5428
H 2.9203 1.7855 -2.2985
H 1.6517 2.9040 -1.7805
H 2.6543 2.7850 0.5756
H 3.7136 3.5032 -0.6567
H 3.1694 0.7952 1.4559
H 5.7831 -0.3521 0.7034
H 4.9983 -0.5820 2.2950
H 2.9459 -1.9589 2.4729
H 1.5070 -3.7236 1.4881
H 3.4762 -3.2395 -2.2643
H 4.9152 -1.4674 -1.2796
H -4.7565 0.6642 -2.9009
H -3.9988 1.8684 -1.8445
H -5.7637 1.7458 -1.9429
*
```

HOMO ... -8.523 eV
Frontier orbital gap ... 8.711 eV
Relative energy (zero: lowest compared OMol25 entry of this formula, charge and spin) ... 0.0 kJ/mol

These are the Mulliken partial charges, in e, on atoms 1 to 8: -1.153, 0.781, -0.294, 0.115, -0.604, 0.174, 0.213, -1.575



Computed, not measured: an isolated ion of composition C4H11N2O and charge -1, with ωB97M-V with the def2-TZVPD basis set.

ORCA input file:
```
! wB97M-V def2-TZVPD RIJCOSX def2/J DEFGRID3
* xyz -1 1
N 0.9507 -2.2735 0.5372
C 1.0639 -0.8720 0.2000
C -0.3814 -0.2839 0.0783
N -1.0061 -0.5381 1.5017
C -0.4401 1.2002 -0.1199
C -0.1183 1.6114 -1.6261
O 0.7986 0.8718 -2.1702
H 0.3293 -2.3239 1.3089
H 0.6467 -2.7494 -0.2077
H 1.6483 -0.5532 -0.7361
H 1.6464 -0.3289 1.0343
H -0.8751 -0.8908 -0.6993
H -2.0764 -0.1995 1.5906
H -0.3500 -0.0690 2.2637
H -1.3121 1.6386 0.3323
H 0.4258 1.5385 0.5227
H -1.0897 1.6039 -2.2478
H 0.1396 2.6179 -1.5626
*
```

HOMO ... -2.391 eV
Frontier orbital gap ... 6.645 eV
Relative energy (zero: lowest compared OMol25 entry of this formula, charge and spin) ... 206.8 kJ/mol

These are the Mulliken partial charges, in e, on atoms 1 to 8: -0.675, -0.720, 0.115, -0.768, -0.672, -0.585, -0.843, 0.332